# 1
Computed, not measured: 17 unconnected molecules or ions with the total composition C80H112BCl4F8O6P in a non-equilibrium geometry, with ωB97M-V/def2-TZVPD.

The value obtained for the HOMO energy is 1.20 eV. The gap between HOMO and LUMO comes out at 1.3 eV. As for the spin multiplicity: 1. As for the net charge: -2.

Each line ends with the Löwdin charge.
Cartesian coordinates (Å):
C 1.86 -4.04 -1.27  -0.1115
C 1.56 -3.90 0.23  -0.2266
C 0.29 -3.04 0.45  -0.2261
C 0.43 -1.66 -0.18  -0.2557
P -0.68 -0.35 0.52  1.0546
C -0.40 1.09 -0.60  -0.2631
C -1.36 2.25 -0.33  -0.2214
C -0.90 3.48 -1.13  -0.2462
C -1.69 4.75 -0.79  -0.1053
C -0.25 0.11 2.18  -0.2408
C 1.21 0.53 2.35  -0.2538
C 1.75 0.70 3.75  -0.2671
C 1.48 2.08 4.36  -0.0959
C -2.44 -0.78 0.31  -0.2401
C -2.86 -0.83 -1.18  -0.2335
C -4.25 -1.51 -1.33  -0.2327
C -4.42 -2.09 -2.74  -0.1025
H 1.05 -4.22 -1.99  0.0732
H 2.53 -4.88 -1.50  0.0107
H 2.34 -3.13 -1.62  0.0570
H 2.42 -3.49 0.75  0.0901
H 1.35 -4.88 0.68  0.0807
H 0.12 -2.85 1.52  0.0996
H -0.58 -3.60 0.10  0.0943
H 0.09 -1.75 -1.21  0.0770
H 1.44 -1.27 -0.05  0.0941
H -0.49 0.66 -1.60  0.0892
H 0.64 1.39 -0.50  0.0765
H -1.31 2.61 0.70  0.1057
H -2.35 1.90 -0.62  0.0953
H -1.11 3.27 -2.19  0.0947
H 0.16 3.69 -1.00  0.1089
H -1.13 5.62 -1.15  0.0616
H -1.84 4.88 0.28  0.0495
H -2.67 4.69 -1.27  0.0612
H -0.49 -0.74 2.84  0.1311
H -1.01 0.84 2.50  0.0743
H 1.40 1.48 1.82  0.1025
H 1.87 -0.14 1.80  0.0879
H 2.81 0.44 3.80  0.0997
H 1.24 -0.07 4.34  0.1053
H 1.77 2.22 5.40  0.0637
H 0.39 2.21 4.36  0.0744
H 1.84 2.91 3.74  0.0555
H -3.05 0.00 0.78  0.0485
H -2.60 -1.71 0.85  0.1110
H -2.18 -1.44 -1.78  0.0913
H -2.89 0.18 -1.57  0.0866
H -5.09 -0.85 -1.12  0.0965
H -4.45 -2.25 -0.55  0.1093
H -5.18 -1.48 -3.23  0.0614
H -4.75 -3.13 -2.82  0.0659
H -3.53 -1.94 -3.34  0.0466
B -3.53 0.74 3.42  -0.4533
H -3.43 -0.39 3.67  -0.0482
H -2.88 1.36 4.16  -0.0573
H -3.22 1.04 2.33  -0.0955
H -4.65 0.98 3.66  -0.0722
C 1.60 -3.15 4.02  -0.5221
O 0.56 -3.35 4.84  -0.3572
H 2.59 -2.94 4.49  0.0138
H 1.82 -4.00 3.32  0.0213
H 1.57 -2.26 3.33  0.0165
C -0.88 -1.26 7.87  -0.1719
C -1.63 -0.35 6.88  -0.5959
O -2.55 -1.05 6.15  -0.3756
H -0.45 -0.74 8.74  0.0230
H -0.14 -1.91 7.40  0.0386
H -1.59 -1.94 8.36  0.0390
H -0.88 0.12 6.21  0.0554
H -2.14 0.43 7.49  0.0498
C 3.99 -5.72 -5.06  -2.0262
Cl 5.55 -4.91 -5.20  0.5699
Cl 3.88 -6.34 -3.44  0.5983
Cl 2.70 -4.60 -5.42  0.5970
Cl 3.91 -7.10 -6.23  0.4903
C -4.09 7.25 -1.53  -0.0227
C -5.27 7.14 -2.45  -0.4804
O -5.32 6.16 -3.18  0.0433
C -6.38 8.19 -2.46  -0.0139
H -4.09 8.22 -1.03  0.0746
H -3.16 7.11 -2.07  0.0685
H -4.11 6.49 -0.75  0.0881
H -6.18 9.00 -1.76  0.0672
H -7.34 7.70 -2.29  0.0838
H -6.38 8.56 -3.49  0.0825
C 5.19 1.92 -2.46  -0.0181
C 3.69 2.03 -2.74  -0.4909
O 2.90 1.69 -1.90  0.0678
C 3.25 2.79 -4.00  -0.0126
H 5.72 1.20 -3.09  0.0729
H 5.28 1.56 -1.43  0.0803
H 5.64 2.88 -2.71  0.0800
H 3.11 3.85 -3.80  0.0811
H 2.35 2.32 -4.39  0.0775
H 4.04 2.65 -4.75  0.0718
C 2.06 6.03 4.30  -0.0288
C 3.02 6.18 5.46  -0.5016
O 2.95 5.51 6.46  0.0771
C 4.04 7.30 5.33  -0.0326
H 2.63 5.96 3.37  0.0885
H 1.43 6.92 4.27  0.0825
H 1.39 5.19 4.42  0.0617
H 5.04 6.92 5.53  0.0800
H 3.74 8.16 5.93  0.0808
H 4.09 7.60 4.28  0.0645
C -2.64 4.10 3.13  -0.0065
C -1.54 5.16 3.18  -0.4951
O -0.48 5.03 2.61  0.0345
C -1.85 6.41 3.95  -0.0362
H -3.54 4.35 3.68  0.0863
H -2.15 3.21 3.53  0.0586
H -2.82 3.91 2.07  0.0663
H -1.05 7.11 3.71  0.0652
H -1.76 6.36 5.04  0.0906
H -2.80 6.88 3.70  0.0772
F -6.22 -0.72 -7.56  0.0406
C -5.40 -0.22 -6.60  -0.2867
C -4.13 -0.70 -6.44  -0.0161
C -3.32 -0.02 -5.51  -0.0952
C -3.75 1.13 -4.86  -0.0829
C -5.06 1.59 -5.07  -0.0749
C -5.87 0.90 -5.92  -0.0277
H -3.69 -1.49 -7.04  0.1131
H -2.31 -0.31 -5.26  0.1003
H -3.09 1.65 -4.18  0.0983
H -5.38 2.41 -4.44  0.1010
H -6.91 1.16 -6.09  0.1165
F 3.68 -7.36 2.46  0.0908
C 3.68 -8.06 1.32  -0.3009
C 2.66 -7.82 0.41  -0.0117
C 2.47 -8.75 -0.62  -0.0853
C 3.39 -9.75 -0.85  -0.1143
C 4.44 -9.98 0.02  -0.0887
C 4.58 -9.10 1.08  -0.0252
H 2.00 -6.97 0.45  0.1007
H 1.61 -8.53 -1.25  0.1027
H 3.19 -10.45 -1.66  0.0990
H 5.14 -10.80 -0.04  0.1010
H 5.31 -9.21 1.88  0.1161
F 0.07 5.44 -3.38  0.0636
C -0.47 5.96 -4.49  -0.2813
C -1.82 5.87 -4.71  -0.0040
C -2.31 6.20 -5.99  -0.0722
C -1.42 6.37 -7.04  -0.1045
C -0.06 6.58 -6.78  -0.0890
C 0.38 6.43 -5.49  -0.0318
H -2.49 5.51 -3.94  0.1077
H -3.38 6.17 -6.10  0.1059
H -1.81 6.53 -8.04  0.0966
H 0.61 6.97 -7.54  0.1008
H 1.39 6.75 -5.26  0.1125
F 7.26 -0.38 8.62  0.0243
C 6.04 -0.28 8.02  -0.2934
C 5.67 -1.25 7.09  -0.0338
C 4.43 -1.20 6.47  -0.0612
C 3.59 -0.15 6.79  -0.0719
C 3.92 0.79 7.76  -0.0709
C 5.13 0.69 8.44  -0.0307
H 6.36 -2.05 6.82  0.1059
H 4.13 -1.97 5.77  0.0865
H 2.67 0.00 6.24  0.0925
H 3.15 1.49 8.05  0.1076
H 5.47 1.44 9.14  0.1040
F -5.41 2.30 -1.74  0.0320
C -6.43 2.22 -0.85  -0.2905
C -7.74 2.39 -1.23  -0.0427
C -8.74 2.30 -0.27  -0.1098
C -8.42 2.06 1.06  -0.0961
C -7.10 1.74 1.40  -0.0458
C -6.11 1.75 0.42  0.0001
H -7.88 2.54 -2.30  0.1083
H -9.77 2.40 -0.56  0.0941
H -9.15 2.08 1.85  0.0953
H -6.81 1.53 2.42  0.1005
H -5.08 1.72 0.75  0.1042
F 6.58 -2.87 -2.45  0.0055
C 6.11 -3.34 -1.26  -0.2671
C 5.67 -4.66 -1.21  -0.0535
C 5.13 -5.08 -0.01  -0.0839
C 5.08 -4.24 1.09  -0.0739
C 5.43 -2.90 0.96  -0.0681
C 6.01 -2.43 -0.21  -0.0144
H 5.81 -5.37 -2.01  0.0555
H 4.70 -6.07 0.04  0.0872
H 4.64 -4.66 1.98  0.1101
H 5.44 -2.21 1.80  0.1137
H 6.38 -1.43 -0.33  0.1105
F 1.89 -0.87 -3.35  0.0735
C 2.69 -1.22 -4.36  -0.3111
C 3.98 -1.63 -4.10  -0.0484
C 4.94 -1.63 -5.09  -0.1347
C 4.58 -1.48 -6.41  -0.1142
C 3.26 -1.16 -6.72  -0.0903
C 2.30 -1.05 -5.69  -0.0276
H 4.25 -1.77 -3.06  0.1158
H 5.95 -1.80 -4.74  0.0956
H 5.34 -1.39 -7.18  0.1009
H 2.94 -0.80 -7.68  0.1000
H 1.29 -0.71 -5.88  0.1104
F -1.54 -5.50 -1.21  0.0553
C -1.46 -6.77 -0.79  -0.2780
C -1.32 -7.04 0.57  -0.0016
C -1.60 -8.32 1.01  -0.0740
C -1.83 -9.38 0.13  -0.0919
C -1.80 -9.10 -1.24  -0.1094
C -1.75 -7.79 -1.70  -0.0326
H -1.18 -6.22 1.27  0.1300
H -1.77 -8.52 2.06  0.1098
H -2.14 -10.32 0.56  0.0950
H -1.91 -9.84 -2.02  0.0969
H -1.88 -7.59 -2.75  0.1108

# 2
Computed, not measured: a molecular structure, C15H25BaN9O3Se in a non-equilibrium geometry, with ωB97M-V/def2-TZVPD.

The value obtained for the HOMO energy is -13.60 eV. As for the energy relative to the best compared isomer or geometry (same formula, charge and spin): 136.77 kJ/mol. The gap between HOMO and LUMO comes out at 8.6 eV. As for the spin multiplicity: 1. As for the net charge: +2.

Each line ends with the Löwdin charge.
Cartesian coordinates (Å):
Ba 0.31 0.30 0.17  2.1200
C -2.62 5.06 2.21  -0.0288
N -2.09 3.72 2.45  -0.1439
C -1.99 3.28 3.83  -0.0282
C -1.59 2.94 1.46  -0.4234
N -0.86 1.88 1.64  -0.1176
N -1.94 3.37 0.18  0.1562
C -1.74 2.80 -1.06  -0.4912
N -2.30 3.53 -2.06  0.1738
N -1.11 1.70 -1.26  -0.1233
H -3.64 5.04 1.82  0.1027
H -1.97 5.63 1.53  0.1008
H -2.64 5.60 3.15  0.0994
H -2.75 3.80 4.42  0.0988
H -1.01 3.48 4.27  0.1068
H -2.20 2.21 3.90  0.0926
H -0.68 1.74 2.63  0.0442
H -2.53 4.18 0.18  0.1143
H -2.85 4.36 -1.91  0.1164
H -2.20 3.23 -3.01  0.1169
H -1.10 1.47 -2.25  0.0505
O 2.35 0.19 -0.69  -0.6856
O 1.79 -1.01 -1.24  -0.8129
N -0.84 -3.38 2.92  0.0804
C -1.95 -2.58 2.96  -0.0658
C -1.67 -1.52 2.16  -0.1734
N -0.40 -1.66 1.63  -0.1922
C 0.06 -2.80 2.11  -0.1743
H -0.72 -4.25 3.41  0.1678
H -2.83 -2.83 3.54  0.1251
H -2.28 -0.67 1.92  0.0940
H 1.04 -3.21 1.90  0.1376
O -0.97 -1.60 -1.60  -0.1932
H -1.86 -1.67 -1.94  0.0774
H -0.69 -2.50 -1.37  0.0625
C 2.94 -0.89 -5.97  0.0158
N 3.65 -0.52 -4.76  -0.0474
C 3.13 -0.45 -3.53  -0.4705
Se 1.35 -0.78 -2.97  1.2117
N 4.07 -0.10 -2.66  0.1569
C 5.27 0.09 -3.34  -0.1480
C 6.54 0.44 -2.91  0.0145
C 7.52 0.54 -3.88  -0.0499
C 7.24 0.28 -5.23  -0.0492
C 5.98 -0.08 -5.66  0.0122
C 5.00 -0.18 -4.69  -0.1398
H 1.94 -1.25 -5.72  0.0749
H 3.48 -1.68 -6.50  0.1121
H 2.85 -0.03 -6.64  0.1133
H 3.81 0.08 -1.68  0.1255
H 6.75 0.64 -1.87  0.1247
H 8.52 0.81 -3.60  0.1183
H 8.03 0.37 -5.96  0.1186
H 5.77 -0.28 -6.71  0.1219